Here is 2 unconnected molecules or ions with the total composition C8H8Cl3N from the OMol25 dataset. Energies are from ωB97M-V/def2-TZVPD.

**LUMO level**: 0.657 eV
**SMILES string**: ClC(Cl)=C1C=CC=CN1.C=CCl
**2S+1**: 1
**Orbital gap**: 7.85 eV

Positions of all 20 atoms, in Å:
Cl  2.770  1.002  -1.553
C  1.683  1.214  -0.252
Cl  2.367  1.865  1.204
C  0.350  1.075  -0.418
C  -0.688  1.363  0.489
C  -1.999  1.171  0.288
C  -2.454  0.463  -0.960
C  -1.472  0.338  -1.914
N  -0.119  0.614  -1.660
H  -0.488  1.879  1.399
H  -2.644  1.420  1.062
H  -3.511  0.413  -1.242
H  -1.643  0.055  -2.987
H  0.553  0.210  -2.334
C  2.942  -1.562  1.087
C  1.695  -1.588  0.654
Cl  1.130  -2.055  -0.905
H  3.083  -1.371  2.129
H  3.763  -1.932  0.414
H  0.850  -1.665  1.369

natural (NBO) population analysis, charges in e, atoms 1 to 2:
1. Cl 0.024
2. C -0.198

***

Here is a molecular structure, C3H3O3Pb from the OMol25 dataset. Energies are from ωB97M-V/def2-TZVPD.

**LUMO level (spin up / spin down)**: -10.977 / -11.040 eV
**Total charge**: +2
**<S²>**: 0.78
**2S+1**: 2
**Orbital gap (spin up / spin down)**: 7.28 / 8.41 eV

Positions of all 10 atoms, in Å:
O  0.812  -1.267  2.076
Pb  -2.577  -0.426  -0.269
O  -1.368  -1.051  1.387
C  -0.316  -1.046  1.918
O  0.242  1.035  -0.795
C  -0.907  0.864  -1.405
H  -0.882  1.265  -2.432
C  1.510  0.916  -1.349
H  1.582  1.444  -2.303
H  2.438  0.880  -0.785

natural (NBO) population analysis, charges in e, atoms 1 to 2:
1. O -0.314
2. Pb 1.603

***

Here is a molecular structure, C5H11ClF3MnO3RuS from the OMol25 dataset. Energies are from ωB97M-V/def2-TZVPD.

**LUMO level (spin up / spin down)**: -1.136 / -2.918 eV
**<S²>**: 20.04
**2S+1**: 9
**Orbital gap (spin up / spin down)**: 6.93 / 6.74 eV

Positions of all 26 atoms, in Å:
Mn  -0.465  -0.236  0.862
Cl  1.017  1.548  0.129
C  -2.147  -1.419  0.363
H  -1.999  -2.358  0.914
H  -2.431  -1.675  -0.655
H  -2.947  -0.837  0.822
Ru  0.290  0.407  -1.746
C  -1.280  0.777  -2.899
C  1.759  1.178  -2.884
C  0.344  -1.339  -2.351
H  2.605  1.046  -2.174
H  1.837  0.554  -3.800
H  1.694  2.266  -3.093
H  -2.024  0.121  -2.418
H  -1.625  1.827  -2.853
H  -1.054  0.436  -3.925
H  -0.460  -2.033  -2.658
H  1.293  -1.880  -2.555
F  0.669  1.611  5.020
C  1.296  0.825  4.096
F  1.696  1.598  3.050
F  2.401  0.299  4.669
S  0.052  -0.496  3.625
O  -0.184  -1.254  4.838
O  -1.087  0.283  3.072
O  0.750  -1.252  2.550

natural (NBO) population analysis, charges in e, atoms 1 to 2:
1. Mn 1.386
2. Cl -0.447

***

Here is 9 unconnected molecules or ions with the total composition C4H26N2O8 from the OMol25 dataset. Energies are from ωB97M-V/def2-TZVPD.

**LUMO level**: 0.206 eV
**SMILES string**: C=C(N)CCN.O.O.O.O.O.O.O.O
**2S+1**: 1
**Orbital gap**: 8.51 eV

Positions of all 40 atoms, in Å:
C  0.121  -0.356  0.277
C  0.898  0.725  0.359
N  0.686  1.628  1.428
C  2.203  0.875  -0.327
C  2.088  0.649  -1.887
N  2.717  -0.636  -2.261
H  -0.882  -0.431  0.677
H  0.419  -1.272  -0.221
H  0.733  2.640  1.334
H  -0.195  1.390  1.911
H  2.752  1.756  -0.098
H  2.969  0.149  -0.118
H  1.045  0.548  -2.187
H  2.490  1.534  -2.416
H  3.458  -0.681  -2.931
H  2.700  -1.296  -1.492
O  -1.143  -1.366  3.018
H  -1.727  -1.179  2.269
H  -1.305  -0.715  3.703
O  -1.195  1.773  -2.913
H  -0.310  2.112  -2.736
H  -1.660  1.597  -2.067
O  3.086  -2.453  0.297
H  2.868  -3.353  0.532
H  2.575  -1.811  0.852
O  -2.069  2.135  2.341
H  -2.115  2.518  1.465
H  -2.813  1.563  2.557
O  -2.876  0.598  -1.045
H  -2.450  -0.007  -1.737
H  -3.682  0.863  -1.512
O  1.647  -1.704  2.266
H  1.391  -0.776  2.343
H  0.975  -2.300  2.599
O  -3.327  -0.432  1.615
H  -2.949  -0.203  0.745
H  -3.983  -1.086  1.341
O  -1.448  -1.053  -2.525
H  -0.606  -1.020  -2.039
H  -1.087  -0.922  -3.413

natural (NBO) population analysis, charges in e, atoms 1 to 2:
1. C -0.545
2. C 0.194

***

Number 1: electronic energy -47480.9169 eV, strongest force on any atom 4.00 eV Å⁻¹. Number 2: electronic energy -14526.3008 eV, strongest force on any atom 5.10 eV Å⁻¹. Number 3: electronic energy -76913.2338 eV, strongest force on any atom 3.63 eV Å⁻¹. Number 4: electronic energy -23929.3103 eV, strongest force on any atom 2.51 eV Å⁻¹.